# 1
Molecular formula: C16H38InN3O10P
Method: DFT, ωB97M-V with the def2-TZVPD basis set

As for the total charge: -1.

Element x y z (Å)
1 N 3.19 -0.09 2.32
2 P 2.22 -0.72 1.25
3 O 2.82 -2.17 0.69
4 O 2.25 0.14 -0.14
5 In -0.16 -1.08 2.13
6 N -0.16 -0.69 4.20
7 C -0.58 -3.25 1.86
8 N -0.93 -3.67 0.49
9 C -1.70 0.20 1.14
10 C -3.08 -0.44 0.97
11 O -3.22 -1.38 -0.13
12 C -2.98 -0.91 -1.35
13 O -3.68 -1.15 -2.30
14 H 3.99 -0.69 2.51
15 H 2.84 -2.77 1.44
16 H 3.10 0.01 -0.61
17 H 0.40 0.11 4.47
18 H -1.08 -0.61 4.60
19 H 0.29 -3.82 2.22
20 H -1.40 -3.50 2.56
21 H -1.86 -4.07 0.45
22 H -0.91 -2.89 -0.15
23 H -1.36 0.67 0.21
24 H -1.86 1.04 1.84
25 H -3.88 0.31 0.85
26 H -3.33 -1.02 1.86
27 H -2.06 -0.31 -1.45
28 O -6.75 1.13 2.99
29 C -7.00 1.79 2.02
30 O -6.27 1.60 0.90
31 C -6.56 2.23 -0.35
32 C -5.98 3.64 -0.42
33 C -8.08 2.85 2.03
34 H -7.63 2.21 -0.55
35 H -6.08 1.59 -1.09
36 H -6.43 4.30 0.32
37 H -6.17 4.06 -1.41
38 H -4.91 3.61 -0.25
39 H -7.66 3.74 2.51
40 H -8.90 2.49 2.64
41 H -8.46 3.12 1.05
42 O 6.59 0.75 -1.83
43 C 6.33 1.52 -0.95
44 O 5.10 1.49 -0.41
45 C 4.71 2.31 0.71
46 C 4.30 3.70 0.26
47 C 7.34 2.54 -0.47
48 H 5.50 2.33 1.46
49 H 3.87 1.78 1.15
50 H 5.12 4.25 -0.21
51 H 3.95 4.28 1.11
52 H 3.49 3.63 -0.47
53 H 7.34 3.37 -1.17
54 H 8.32 2.07 -0.49
55 H 7.16 2.92 0.53
56 O 3.33 -4.92 -4.64
57 C 2.98 -4.16 -3.78
58 O 1.71 -4.21 -3.36
59 C 1.22 -3.38 -2.29
60 C 0.81 -2.01 -2.80
61 C 3.92 -3.11 -3.22
62 H 1.95 -3.32 -1.49
63 H 0.35 -3.91 -1.89
64 H 1.65 -1.47 -3.23
65 H 0.41 -1.41 -1.98
66 H 0.04 -2.10 -3.57
67 H 3.96 -2.28 -3.92
68 H 4.91 -3.56 -3.15
69 H 3.64 -2.73 -2.24

Löwdin atomic charge list, values in e, 8 entries: number 1, N, carries -0.261; number 2, P, carries 0.443; number 3, O, carries -0.267; number 4, O, carries -0.265; number 5, In, carries 0.675; number 6, N, carries -0.200; number 7, C, carries -0.373; number 8, N, carries -0.089


# 2
Molecular formula: C16H38N4O12PbV
Method: DFT, ωB97M-V with the def2-TZVPD basis set

The expectation value of S² is 2.318. As for the total charge: +1. The multiplicity is 3.

Element x y z (Å)
1 V 0.24 1.97 -0.23
2 Pb -2.34 -0.48 -1.67
3 C 0.88 -0.38 0.08
4 O -0.30 -0.14 0.09
5 O 1.23 0.23 -0.91
6 O 1.31 0.52 0.86
7 C -1.85 2.77 -1.67
8 O -2.92 2.26 -1.48
9 O -1.19 3.34 -0.76
10 O -1.07 1.88 -1.96
11 C 0.07 -0.58 -4.08
12 O -0.89 -1.46 -3.51
13 C -0.50 -2.89 -3.36
14 C -1.72 -3.66 -2.82
15 N -2.05 -3.17 -1.48
16 C -1.53 -4.09 -0.38
17 C -2.40 -4.18 0.88
18 O -3.78 -4.05 0.64
19 C -4.46 -4.37 1.87
20 H 0.68 -0.05 -3.35
21 H -0.45 0.20 -4.62
22 H 0.62 -0.98 -4.94
23 H 0.35 -2.96 -2.70
24 H -0.16 -3.29 -4.32
25 H -1.51 -4.72 -2.92
26 H -2.54 -3.42 -3.50
27 H -3.05 -3.23 -1.60
28 H -0.51 -3.77 -0.17
29 H -1.39 -5.13 -0.66
30 H -2.11 -3.36 1.54
31 H -2.13 -5.12 1.37
32 H -5.55 -4.26 1.83
33 H -4.11 -3.68 2.64
34 H -4.38 -5.41 2.20
35 C -2.11 1.95 2.09
36 O -0.85 2.26 1.62
37 C -0.15 2.95 2.63
38 C 1.32 3.31 2.38
39 N 1.39 3.50 0.92
40 C 2.75 3.41 0.39
41 C 2.72 3.69 -1.14
42 O 1.58 3.05 -1.70
43 C 1.69 2.81 -3.11
44 H -2.85 1.47 1.45
45 H -2.64 2.87 2.36
46 H -2.30 1.33 2.97
47 H -0.13 2.37 3.55
48 H -0.63 3.91 2.81
49 H 1.94 2.51 2.78
50 H 1.67 4.15 2.97
51 H 1.09 4.45 0.74
52 H 2.94 2.37 0.64
53 H 3.54 4.05 0.80
54 H 3.62 3.25 -1.57
55 H 2.73 4.77 -1.31
56 H 1.70 3.81 -3.54
57 H 0.71 2.42 -3.39
58 H 2.57 2.37 -3.58
59 C -0.08 -1.35 3.84
60 O -0.43 -1.92 4.84
61 N -0.96 -0.71 3.15
62 N 1.07 -1.37 3.33
63 H -0.84 -0.39 2.20
64 H -1.85 -0.78 3.63
65 H 1.84 -1.68 3.91
66 H 1.22 -0.88 2.46
67 C 4.81 0.27 0.28
68 O 4.33 0.63 -1.05
69 H 5.70 -0.36 0.25
70 H 4.98 1.12 0.94
71 H 3.97 -0.19 0.80
72 H 3.46 0.28 -1.26

Löwdin atomic charge list, values in e, 8 entries: number 1, V, carries 1.207; number 2, Pb, carries 1.746; number 3, C, carries -0.933; number 4, O, carries -0.194; number 5, O, carries -0.048; number 6, O, carries -0.107; number 7, C, carries -0.891; number 8, O, carries -0.037


# 3
Molecular formula: C16H38NO3S2
Method: DFT, ωB97M-V with the def2-TZVPD basis set

As for the total charge: +1.

Element x y z (Å)
1 C -0.56 5.31 5.80
2 C -0.60 3.89 6.45
3 C -1.69 3.02 5.74
4 C -1.14 2.45 4.39
5 C -1.44 0.91 4.18
6 C -0.13 0.26 3.67
7 C -0.22 -1.22 3.22
8 S -1.46 -1.65 1.95
9 C -0.53 -2.80 0.79
10 O 0.17 -2.02 -0.13
11 C 1.59 -2.11 0.03
12 S -2.04 -0.07 0.67
13 C -0.72 1.08 0.16
14 O -2.48 -0.77 -0.57
15 O -3.21 0.69 1.18
16 H -1.25 6.01 6.31
17 H -0.79 5.31 4.72
18 H 0.45 5.73 5.92
19 H 0.38 3.39 6.36
20 H -0.90 4.02 7.50
21 H -2.60 3.60 5.51
22 H -1.90 2.17 6.42
23 H -1.44 3.04 3.51
24 H -0.03 2.54 4.43
25 H -2.30 0.80 3.50
26 H -1.75 0.48 5.15
27 H 0.39 0.83 2.88
28 H 0.57 0.28 4.53
29 H 0.78 -1.54 2.89
30 H -0.44 -1.85 4.11
31 H 0.14 -3.43 1.41
32 H -1.26 -3.41 0.23
33 H 1.94 -3.14 -0.16
34 H 1.95 -1.84 1.04
35 H 2.06 -1.41 -0.68
36 H -0.25 1.65 0.97
37 H -0.01 0.55 -0.50
38 H -1.24 1.81 -0.50
39 C 1.95 -3.42 -6.38
40 C 0.78 -2.72 -5.70
41 N 1.17 -1.97 -4.52
42 C 0.03 -1.53 -3.73
43 C -0.94 -0.52 -4.35
44 C 2.22 -0.99 -4.70
45 C 2.00 0.12 -5.73
46 H 2.48 -4.08 -5.68
47 H 1.59 -4.03 -7.21
48 H 2.67 -2.72 -6.80
49 H 0.07 -3.49 -5.41
50 H 0.27 -2.09 -6.44
51 H 0.39 -1.13 -2.77
52 H -0.55 -2.42 -3.45
53 H -0.52 0.48 -4.37
54 H -1.85 -0.47 -3.76
55 H -1.23 -0.80 -5.37
56 H 3.14 -1.52 -4.97
57 H 2.46 -0.53 -3.73
58 H 1.57 -0.25 -6.66
59 H 2.95 0.59 -5.98
60 H 1.35 0.91 -5.34

natural (NBO) atomic charge list, values in e, 8 entries: number 1, C, carries -0.620; number 2, C, carries -0.391; number 3, C, carries -0.398; number 4, C, carries -0.396; number 5, C, carries -0.432; number 6, C, carries -0.411; number 7, C, carries -0.541; number 8, S, carries 0.542


Calculated values (Ha) of electronic energy for the records, taken in order: -2080.677051, -2890.544493, -1708.882850.